Formula: C2H6S
Source: OMol25
Level of theory: the ωB97M-V functional and the def2-TZVPD basis

```
9
Properties=species:S:1:pos:R:3:nbo_charge:R:1
H 2.072 -0.723 0.273 0.2259
H -2.168 -0.334 -0.766 0.2248
C -1.333 -0.002 -0.039 -0.7380
S 0.038 -1.204 -0.015 0.2108
H -1.770 -0.011 1.006 0.2157
H 1.742 0.472 -0.949 0.2233
H -0.912 0.922 -0.239 0.2108
H 1.079 0.810 0.746 0.2145
C 1.252 0.070 -0.016 -0.7878
```

## Properties
Kohn-Sham gap, eV: 9.592
SMILES: CSC
Max |F|, hartree/bohr: 0.093
E_LUMO, eV: 1.12
2S+1: 1



Formula: C16H25BN3O8S
Source: OMol25
Level of theory: the ωB97M-V functional and the def2-TZVPD basis

```
54
Properties=species:S:1:pos:R:3:nbo_charge:R:1
C -2.463 -1.036 -0.573 -0.2163
C -2.493 5.386 -0.361 0.4780
C 2.040 -1.111 1.564 -0.2316
C 0.907 -1.291 -1.236 -0.2743
H -1.914 3.324 -0.265 0.1397
H -3.108 -2.684 -1.879 0.2179
H 1.510 0.089 3.276 0.2310
H 2.362 -0.284 0.918 0.1978
C -1.398 6.726 1.401 -0.5565
O -0.117 5.675 3.037 -0.6615
H 0.881 0.458 -2.405 0.4180
O -0.378 3.163 1.702 -0.7740
H -2.970 -1.591 0.217 0.2084
O -2.764 7.767 -0.235 -0.6843
H -1.168 7.651 1.919 0.1954
C 2.737 -3.433 -2.168 -0.8679
H 2.283 -1.433 3.735 0.1981
H 2.792 -4.289 -2.839 0.2659
H 1.885 -0.846 -1.005 0.2389
C -2.673 -1.684 -1.974 -0.6584
H -0.853 2.261 -1.489 0.4440
H -0.115 -5.065 -0.181 0.5089
O -3.254 5.206 -1.312 -0.6351
H -0.618 2.087 0.271 0.4936
H -3.013 -0.086 -0.614 0.2370
C 2.310 -0.614 3.009 -0.6034
C -2.229 6.766 0.281 0.3756
C 2.907 -2.350 1.223 -0.6378
H 2.700 -3.753 -1.126 0.2569
H -3.427 -1.099 -2.515 0.2246
H 2.345 -3.270 1.040 0.2140
C -0.014 -1.687 -0.056 -0.2655
H 3.543 -2.555 2.093 0.2232
N -0.700 1.645 -0.694 -0.7681
O 0.221 -3.260 -3.059 -0.9353
H 0.021 -0.390 1.749 0.2575
B -0.409 -3.210 0.182 1.1691
C -0.546 0.386 -0.930 0.7255
N 0.232 -0.165 -1.935 -0.5892
C 0.521 -1.304 1.421 -0.3702
C -1.791 4.261 0.203 -0.5626
O -1.534 -3.608 0.891 -0.8965
H 3.588 -2.128 0.395 0.2068
H 3.613 -2.783 -2.264 0.2446
H -1.757 -2.913 1.526 0.4971
C -0.776 5.566 1.999 0.4278
O 0.387 -4.240 -0.239 -0.9005
S 1.314 -2.421 -2.622 2.1336
C -0.968 4.219 1.284 0.3959
N -1.083 -0.679 -0.249 -0.4375
H -1.777 -1.678 -2.595 0.2386
H 0.208 -2.091 2.127 0.1981
O 1.769 -1.573 -3.710 -0.9578
H 3.234 -0.033 3.069 0.2227
```

## Properties
Total charge: -1
Kohn-Sham gap, eV: 3.818
Max |F|, hartree/bohr: 0.056
E_LUMO, eV: 1.23
2S+1: 1



Formula: C48H52MnN2OP2
Source: OMol25
Level of theory: the ωB97M-V functional and the def2-TZVPD basis

```
106
Properties=species:S:1:pos:R:3:mulliken_charge:R:1
H -2.389 -2.256 -0.188 0.2082
C 0.491 -1.745 3.721 -1.3926
C -4.791 -1.046 -5.078 -0.7306
C -0.272 -3.932 -3.247 -0.9389
H -4.448 4.735 -2.555 0.2766
C 1.101 1.144 2.761 -0.7018
N 5.091 3.595 -4.570 -0.6372
H 2.392 0.851 4.447 0.0834
C -1.197 3.843 0.139 1.7151
H 2.851 -2.966 1.482 0.1760
H -1.144 -3.400 0.308 0.2904
H -0.695 3.731 4.982 0.3281
H 0.138 3.722 -5.788 0.3771
H -5.491 4.651 -1.139 0.3798
C 1.670 0.708 -1.492 1.8485
C -3.720 2.800 -0.331 -1.1974
H 2.030 -2.810 -1.034 0.4137
C 3.593 0.835 -2.995 -0.9053
H -1.968 5.643 -0.728 0.3021
H 1.539 -4.754 -2.439 0.3782
H 2.841 -0.966 -2.178 0.2004
C -0.630 2.781 3.079 -0.7764
C -1.641 -2.461 0.594 -1.1609
C -0.248 0.653 -4.396 -0.1662
H -2.417 2.500 -2.569 0.1876
H -2.392 -0.091 0.644 -0.1084
O -0.751 -1.416 0.777 0.2291
H 3.972 0.240 2.857 0.6932
H 0.970 1.403 -5.997 0.4083
H -4.724 2.401 -0.463 0.2939
H 1.903 -3.838 2.697 0.5412
H 0.644 2.661 7.001 0.3758
H 1.957 3.618 6.317 0.3199
C 1.144 -2.791 -1.665 0.7383
H -2.037 -2.870 -3.843 0.4493
H 3.277 2.409 1.792 0.1647
H -1.570 4.269 -4.071 0.4223
C -1.198 0.955 -3.424 0.3160
H -0.358 -1.726 3.033 0.0514
C -3.481 -0.612 -3.092 0.2547
H -3.193 0.751 1.952 0.4355
C 4.370 2.985 -3.911 -0.2923
C -5.882 -0.888 -2.942 -0.7068
H 0.958 3.946 0.492 0.1746
H -0.493 -4.804 -3.851 0.3695
H -4.589 -0.495 -1.265 0.2190
H -2.668 -0.746 -5.077 0.4054
C -5.953 -1.086 -4.313 -0.4990
H 4.377 0.333 -3.549 0.4838
H 0.721 2.586 -1.167 -0.4128
H 0.383 -0.910 4.412 0.2646
C 0.055 4.540 0.614 -1.8336
H 2.180 1.889 6.589 0.3429
H -4.341 5.984 -1.314 0.4003
Mn 0.338 -0.222 -0.203 -1.3241
P 1.844 -0.181 1.787 0.9281
C 2.421 2.847 -2.411 -0.5656
C -3.566 -0.805 -4.473 -0.4315
C -3.139 0.670 0.861 -1.2526
C 3.465 2.221 -3.091 0.2918
C 1.926 -2.945 2.064 -1.2371
H 4.063 -0.874 0.006 0.1381
N -0.399 1.654 0.912 1.3428
H 3.563 1.707 0.197 0.1224
H 0.132 -0.360 -4.480 0.3332
H -2.199 -2.655 1.519 0.2842
C -0.843 -1.727 -2.464 0.3162
C -0.250 2.946 -5.138 -0.7551
C -0.171 3.013 4.356 -1.1973
H -1.511 3.306 2.727 0.6153
C -2.189 4.609 -0.476 -0.9217
C -4.651 -0.655 -2.338 -0.0704
C -3.445 4.098 -0.755 0.8056
C -2.755 2.002 0.278 0.1446
C -1.203 3.253 -4.175 -0.2784
C 1.793 -1.674 2.918 0.4791
H 1.087 -2.996 1.365 -0.0075
H 0.185 5.493 0.097 0.4603
C 1.458 2.644 6.270 -1.7615
H 2.649 -1.594 3.595 0.6672
C -1.440 2.489 0.433 -0.8390
H -6.787 -0.907 -2.345 0.4204
C 3.862 1.668 1.246 -1.3015
H 5.510 -0.411 0.913 0.4716
H 4.919 1.946 1.310 0.5797
C 3.652 0.260 1.812 0.4285
C -1.135 -2.841 -3.245 -0.9296
P -1.891 -0.252 -2.218 1.8016
H -4.116 0.347 0.494 0.5489
C 1.544 1.413 4.058 0.2156
H -0.026 4.745 1.685 0.3785
H 0.460 -2.678 4.295 0.5171
C 0.946 2.349 4.880 0.5104
H -6.911 -1.260 -4.789 0.3718
C -1.675 2.261 -3.325 -0.7683
C 0.221 1.643 -5.250 -0.5991
C 0.870 -3.900 -2.458 -1.1243
C 4.476 -0.755 1.012 -1.3761
H 4.497 -1.734 1.495 0.3272
C 2.709 0.109 -2.215 0.1527
C 1.551 2.092 -1.642 0.4274
C 0.004 1.851 2.197 -0.2409
C 0.293 -1.690 -1.634 -0.3024
H 2.291 3.921 -2.496 0.4706
H -4.845 -1.193 -6.152 0.3894
C -4.488 4.916 -1.477 -1.7149
```

## Properties
Total charge: -1
Kohn-Sham gap (alpha / beta), eV: 6.730 / 6.759
Max |F|, hartree/bohr: 0.017
E_LUMO (alpha / beta), eV: 2.57 / 2.56
2S+1: 5



Formula: C22H23N3O5
Source: OMol25
Level of theory: the ωB97M-V functional and the def2-TZVPD basis

```
53
Properties=species:S:1:pos:R:3:nbo_charge:R:1
C -3.073 -0.164 -2.920 -0.1550
H -2.788 0.868 2.543 0.1658
C -3.849 -0.913 -1.825 0.6428
H 6.545 -2.717 0.844 0.2302
O -1.790 0.225 -2.481 -0.4986
H -1.203 0.160 2.953 0.1884
C -3.622 -1.312 1.348 -0.0685
C -1.225 2.722 0.803 -0.0364
H -2.693 -0.504 3.678 0.1665
H -1.183 4.670 1.683 0.2234
H -4.604 -2.609 -0.050 0.2273
H -2.898 -0.839 -3.761 0.2205
O -2.302 -0.956 1.697 -0.5526
H -2.048 -1.579 -1.099 0.4432
H 1.767 2.094 -1.085 0.2450
H 0.040 3.561 2.316 0.2170
C 4.343 2.626 -1.052 0.2752
H 5.362 -1.622 1.657 0.2265
C -0.545 0.871 -0.598 -0.1403
C -1.702 1.023 -1.380 0.3237
C -2.627 2.001 -1.033 -0.2807
N 3.961 -1.019 -0.581 -0.3716
O 5.847 0.244 -0.682 -0.5734
O -5.060 -0.848 -1.742 -0.6329
C 2.388 1.223 -0.927 -0.0426
C -3.585 -2.278 0.162 -0.2409
C -2.385 2.832 0.043 -0.1631
C 4.403 -3.270 0.520 -0.4260
H 2.212 -2.127 -0.561 0.2432
H -2.952 -3.131 0.406 0.2082
C 2.633 -1.134 -0.638 0.1797
H -1.651 3.385 2.791 0.2191
H -4.196 -0.414 1.070 0.1758
C 3.749 1.353 -0.900 -0.2875
H 0.564 1.588 1.082 0.2152
C 4.802 -2.173 -0.415 -0.0646
O -0.101 -1.410 -1.035 -0.5652
C 1.796 -0.051 -0.782 -0.2903
N -3.062 -1.641 -1.020 -0.6283
C 4.638 0.216 -0.718 0.6490
H 5.332 -2.423 -1.327 0.2315
H -3.115 3.587 0.299 0.2158
C -0.986 3.638 1.965 -0.6287
C 0.340 -0.291 -0.838 0.5785
H -3.539 2.115 -1.597 0.2316
N 4.794 3.673 -1.168 -0.2878
H -4.124 -1.792 2.202 0.1670
H 3.479 -3.169 1.070 0.2214
C -0.318 1.729 0.473 -0.1881
C 5.531 -2.354 0.883 -0.3943
C -2.253 -0.062 2.775 -0.2410
H -3.673 0.682 -3.274 0.1961
H 4.626 -4.284 0.228 0.2305
```

## Properties
Kohn-Sham gap, eV: 8.316
SMILES: COCCNC(=O)COc1ccc(C)cc1C(=O)c1cc(C#N)c(=O)n(C2CC2)c1
Max |F|, hartree/bohr: 0.013
E_LUMO, eV: -0.60
2S+1: 1



Formula: C2H7NO4
Source: OMol25
Level of theory: the ωB97M-V functional and the def2-TZVPD basis

```
14
Properties=species:S:1:pos:R:3:nbo_charge:R:1
H 1.193 -2.361 -0.560 0.4157
O -2.124 -1.258 0.069 -0.4919
C 0.461 -0.774 0.388 0.9389
C 0.790 2.028 -0.170 -0.2581
H 1.179 1.854 0.837 0.1901
O 1.249 -0.540 1.243 -0.5782
H 1.625 2.139 -0.860 0.1866
H -0.825 0.750 -0.029 0.5149
O -1.187 -0.525 0.891 -0.4227
H 0.179 2.931 -0.185 0.1783
H -0.399 -1.775 -1.121 0.4297
H -2.634 -1.732 0.741 0.4721
O 0.014 0.917 -0.612 -0.7089
N 0.479 -1.653 -0.633 -0.8665
```

## Properties
Kohn-Sham gap, eV: 10.689
SMILES: NC(=O)OO.CO
Max |F|, hartree/bohr: 0.038
E_LUMO, eV: 0.73
2S+1: 1



Formula: C5H10N2
Source: OMol25
Level of theory: the ωB97M-V functional and the def2-TZVPD basis

```
17
Properties=species:S:1:pos:R:3:nbo_charge:R:1
H -1.132 3.407 -1.430 0.2944
H 1.067 1.071 -2.276 0.2413
H -2.284 2.219 -1.761 0.2814
C 0.260 0.560 -1.865 -0.1657
N 0.813 -1.656 1.034 -0.0297
C 1.032 -2.644 0.332 0.0656
H 1.145 -2.638 -0.733 0.2648
C -1.469 2.484 -1.054 -0.4574
C 0.797 -1.085 2.246 -0.5341
H 1.148 -3.529 0.867 0.2691
N -0.625 1.383 -1.018 -0.2332
H 0.835 -1.811 3.149 0.3547
H -0.151 -0.653 2.274 0.2619
H -0.144 -0.212 -2.549 0.2536
C 0.058 0.530 -0.389 0.5072
H 1.638 -0.339 2.742 0.3458
H -1.729 2.677 -0.031 0.2802
```

## Properties
Total charge: +2
Kohn-Sham gap (alpha / beta), eV: 10.899 / 7.880
Max |F|, hartree/bohr: 0.092
E_LUMO (alpha / beta), eV: -8.82 / -12.54
2S+1: 3



Formula: C28H53B2ClFI2KMgN4NaO8
Source: OMol25
Level of theory: the ωB97M-V functional and the def2-TZVPD basis

```
102
Properties=species:S:1:pos:R:3:mulliken_charge:R:1
H 4.156 -4.321 5.071 0.2467
H 2.106 -2.632 3.846 0.3116
H -1.447 -4.892 -0.026 0.6484
C -2.452 -2.998 -0.419 0.6888
C 1.333 -0.305 -3.976 -0.4271
K -4.454 0.636 -1.185 1.0903
C -4.692 4.543 2.588 -0.4189
C 2.711 -5.490 2.256 -1.0739
H -3.782 0.047 0.235 1.0395
C 2.538 8.786 -5.478 -0.4792
H -5.585 4.806 2.013 0.2675
H 1.962 9.556 -4.959 0.2222
C 1.387 -2.855 -0.272 2.2856
H 2.354 8.878 -6.546 0.2226
C 2.120 -1.531 -3.343 0.4929
H 1.181 1.784 -2.487 0.0366
H -2.645 3.923 0.255 0.2489
H -3.484 6.121 0.673 0.2615
H 1.805 -4.198 5.257 0.3532
C 2.018 2.088 -3.175 -0.1777
H -4.977 -2.038 -0.498 -0.0049
C 1.972 5.530 -2.200 -0.4732
C 1.709 -3.409 -1.723 -2.0606
H -3.145 5.599 3.649 0.2751
H 3.744 -5.793 1.925 0.1736
H -2.810 -2.919 -1.493 0.3524
H 2.824 -3.404 -1.841 0.5423
Na 5.210 -1.449 3.513 0.9109
H -4.325 6.677 2.891 0.3506
B -0.365 -2.685 1.886 1.9794
H 3.277 0.780 -4.400 0.2975
N -4.450 -1.641 1.503 0.6327
H -0.873 -4.069 -1.502 0.2846
C -4.851 -2.616 0.454 -0.7750
H 1.913 -5.771 4.947 0.3644
O 2.437 -3.532 0.468 -0.7917
H -3.396 -4.141 1.300 0.3525
C 1.897 -1.377 -0.132 -2.3127
H 3.017 5.532 -1.887 0.2816
C -0.340 -0.279 -0.451 -0.2725
C -3.779 5.742 2.769 -0.6041
N 2.797 -3.141 3.297 0.3863
C -3.632 0.337 2.497 -0.2354
N 1.639 -4.883 4.505 -0.6104
C 2.739 -4.595 3.541 0.6834
H 1.597 4.511 -2.145 0.0952
H -0.606 -1.220 -0.981 -0.4269
O 2.113 7.476 -5.078 -0.2887
C 0.041 -3.348 0.457 1.1450
H 0.026 -2.247 -2.751 0.4114
H 2.204 -5.595 0.057 -0.4721
H 2.184 -6.443 2.533 0.1104
C 1.178 -0.222 -0.183 0.5391
C 2.276 7.207 -3.778 0.5190
O 2.735 7.962 -2.947 -0.3947
H -1.953 -2.526 2.947 0.1547
H 2.939 2.051 -2.531 0.1992
C -3.949 -0.368 1.268 -1.3312
H -1.980 6.211 1.599 0.3351
I 4.037 -1.153 0.166 0.5447
H 0.947 -0.675 -4.971 0.4120
B 1.977 -4.814 0.983 1.2414
C -2.932 5.688 1.511 -0.5219
H 1.398 -4.486 -1.828 0.4079
H -0.864 -0.261 0.547 0.2864
C -2.767 4.193 1.307 -0.3518
N 4.011 -4.978 4.290 -0.7101
H 1.745 1.430 -5.236 0.3769
H 2.847 -1.314 -2.467 -0.5137
F 2.924 -0.637 2.475 -0.7084
H 0.427 -0.089 -3.353 0.1106
Cl 4.237 -0.139 -1.910 -0.2743
C 1.070 -2.626 -2.893 -0.9105
H -0.715 0.627 -1.005 0.4535
H -4.069 -4.476 -0.340 0.3895
H -3.997 -0.507 4.597 0.3600
H 3.605 8.915 -5.295 0.2811
H -3.209 1.350 2.611 0.4286
I 2.121 1.705 0.125 0.0730
C -4.050 -0.672 3.497 -0.8520
O -3.952 3.569 1.832 -0.3486
H -2.321 -1.946 -0.071 -0.7802
O -1.431 -3.284 2.612 -0.9330
O 1.851 5.964 -3.558 -0.1736
Mg 0.437 8.469 -3.168 -0.1061
H -1.909 3.808 1.868 0.2504
H -5.006 4.107 3.537 0.2778
O 0.530 -4.653 0.962 -0.8680
H 4.768 -4.732 3.630 0.2569
C 2.183 0.987 -4.298 -0.9488
H -4.945 -2.812 3.305 0.3617
C -3.682 -3.659 0.338 -0.6009
C -4.548 -1.875 2.869 -0.5809
C -1.159 -3.888 -0.440 -1.5363
H -5.826 -3.110 0.677 0.4185
H 3.703 -2.729 3.423 -0.7006
H 1.370 6.158 -1.540 0.2735
H 1.213 -1.569 2.455 -0.2001
H 0.989 -3.341 -3.766 0.4577
O 0.226 -1.558 2.461 -0.8130
H 2.731 -1.959 -4.191 0.4843
H 1.864 3.123 -3.560 0.1247
```

## Properties
Total charge: +1
Kohn-Sham gap, eV: 3.530
Max |F|, hartree/bohr: 0.108
E_LUMO, eV: -4.07
2S+1: 1



Formula: C33H32AsN7O6S2Tl
Source: OMol25
Level of theory: the ωB97M-V functional and the def2-TZVPD basis

```
82
Properties=species:S:1:pos:R:3:mulliken_charge:R:1
C 2.950 1.688 -1.424 -1.3282
O 4.419 -1.543 2.018 -0.8637
N 1.534 1.627 -1.736 0.8222
C 1.052 -2.015 3.738 -0.1895
H 1.208 -1.797 -1.485 0.3039
O 2.221 -0.833 0.286 -0.6042
C 3.226 2.283 -0.064 0.6987
H 0.340 -4.399 -3.588 0.3713
H -5.874 0.156 2.028 0.5439
C 1.547 -2.641 2.596 0.1694
C 0.028 -4.473 2.984 -0.5631
H 4.123 -3.435 0.474 0.2516
H 5.129 3.089 -0.625 0.4637
H 1.239 3.485 -0.838 0.4484
C 1.503 -2.729 -3.968 -0.7107
C -1.333 -1.379 -3.502 -0.2321
C 4.405 2.977 0.171 -0.9412
N -1.449 -1.105 -1.001 0.0470
C 1.823 -1.297 -3.958 -0.9781
H 1.411 -4.367 1.343 0.5334
C 1.347 -0.488 -3.006 -0.0286
O 2.049 0.128 2.892 -0.4036
As 2.924 -1.858 1.460 1.0681
O 2.793 -0.651 5.089 -0.7399
C 1.027 -3.878 2.227 -0.4893
N -3.832 0.782 1.879 0.5616
C -3.295 2.291 -0.601 -1.0115
H -0.378 -5.430 2.678 0.3876
C -1.621 3.189 -2.097 -0.7800
O 3.174 -3.277 0.384 -0.7061
S -1.379 -0.329 2.029 -0.3110
C -0.836 -2.710 -2.937 0.1232
H 2.244 -3.384 -4.415 0.3881
S 1.667 -0.411 4.218 1.3041
C -2.710 -0.896 -1.072 0.6963
H 3.512 2.264 -2.178 0.5085
H -2.260 2.515 1.271 0.2906
C -0.654 2.647 -1.306 1.1274
H -4.034 2.549 3.026 0.2694
Tl 0.488 0.370 0.572 1.8781
C -2.231 1.860 0.381 0.0693
H 1.748 2.476 2.831 0.4960
H 3.799 3.753 3.404 0.4444
H 0.250 1.255 -3.298 0.3139
C -0.687 -1.427 -2.127 0.0886
C -4.958 0.109 1.462 -1.3010
C 0.380 -3.318 -3.512 -1.2524
H -4.514 -0.756 -2.333 0.4004
H -4.324 2.073 -0.339 0.3275
H 1.937 1.424 -3.812 0.2518
H 2.440 -0.899 -4.757 0.4547
H -4.352 1.024 3.882 0.3723
N -0.888 1.931 -0.186 -0.0048
C -2.776 -1.121 -3.472 -1.1917
H -3.285 -0.991 -4.420 0.4013
H -0.784 -1.012 -4.360 0.5101
C 4.632 3.508 1.429 -0.5136
H 5.553 4.038 1.639 0.3984
N 2.311 2.118 0.889 0.5829
H -5.334 -1.256 -0.202 0.4869
C -2.682 0.484 1.018 -1.3950
C 2.519 2.649 2.094 -0.5538
H -1.245 -4.301 4.703 0.3593
N 0.674 -1.041 -1.904 1.5963
O 0.557 0.302 4.815 -0.7636
C -0.456 -3.842 4.119 -0.6700
H 3.330 0.662 -1.428 0.4209
H -0.324 -2.079 5.358 0.4773
C -2.994 2.925 -1.737 -0.6651
C -4.707 -0.575 0.344 -0.2708
C 0.804 2.887 -1.638 -1.0994
H -1.619 -3.393 -2.629 0.5436
H -3.790 3.228 -2.409 0.3728
H -1.360 3.787 -2.958 0.3839
C 3.666 3.356 2.407 -0.9154
C 1.286 1.005 -3.029 -1.5054
H -2.696 1.464 3.472 0.3585
C -3.728 1.502 3.123 -1.0248
N -3.350 -0.386 0.021 1.0415
C -3.460 -0.996 -2.331 -1.2317
C 0.058 -2.611 4.496 -0.3378
H 0.874 3.465 -2.570 0.1687
```

## Properties
Total charge: -1
Kohn-Sham gap, eV: 6.537
Max |F|, hartree/bohr: 0.004
E_LUMO, eV: 2.40
2S+1: 1